Computed, not measured: a 2-piece molecular cluster, C10H14NO2 overall, with ωB97M-V/def2-TZVPD.

Calculated values
Charge ... +1
LUMO energy (alpha / beta) ... -4.68 / -4.68 eV
HOMO energy (alpha / beta) ... -12.86 / -12.86 eV
ΔE to the lowest compared entry with this formula, charge and spin ... 183.7 kcal/mol
E ... -16168.217 eV

Cartesian coordinates (Å):
C1 -2.13624 -2.69409 0.10308
C2 -1.89736 -1.52067 -0.13262
C3 1.19670 -1.01416 0.22430
C4 0.43700 0.18466 0.36288
C5 2.48019 -0.65278 -0.19866
C6 3.62798 -1.57784 -0.40711
C7 -1.58116 0.27020 -1.70850
C8 1.14054 2.55470 0.14043
C9 -2.96705 0.29984 1.69836
C10 -1.88846 -0.18298 -0.37400
N1 1.22987 1.12339 0.02642
O1 2.53146 0.67824 -0.22000
O2 -2.57157 0.68084 0.31791
H1 -2.23786 -3.70348 0.00728
H2 0.96396 -2.02277 0.17012
H3 3.32358 -2.50970 -0.13963
H4 4.05937 -1.35238 -1.40154
H5 4.42360 -1.50352 0.43718
H6 -0.96349 1.29324 -1.79546
H7 -2.55247 0.42544 -2.23750
H8 -0.95440 -0.35684 -2.26446
H9 2.10675 2.83867 0.03278
H10 0.64701 3.03343 -0.63457
H11 0.55756 2.84795 1.13718
H12 -3.70524 0.99392 2.11280
H13 -2.02123 0.47490 2.25214
H14 -3.43329 -0.72715 1.69111

=====

Computed, not measured: a single C10H14NO2P molecule, with ωB97M-V/def2-TZVPD.

Calculated values
LUMO energy ... 0.79 eV
HOMO energy ... -8.02 eV
ΔE to the lowest compared entry with this formula, charge and spin ... 13.0 kcal/mol
SMILES ... C=C[P@](=O)(Nc1ccccc1)OCC
E ... -25470.457 eV

Cartesian coordinates (Å):
C1 -1.24200 3.32213 -1.42949
C2 -0.26545 2.51724 -1.09824
P1 -0.58496 0.70434 -1.14883
O1 -1.89864 0.10368 -1.26135
N1 0.59711 0.01427 0.16394
C3 0.35636 0.20705 1.53570
C4 1.03607 -0.67048 2.37796
C5 0.76092 -0.66762 3.74350
C6 -0.13749 0.31745 4.22594
C7 -0.77719 1.19048 3.39828
C8 -0.45745 1.17574 2.06731
O2 0.43019 0.43830 -2.35423
C9 0.32738 -0.61074 -3.29024
C10 0.61981 -2.19629 -2.86885
H1 -1.02158 4.37869 -1.60650
H2 -2.26207 3.02755 -1.34559
H3 0.77395 2.71720 -0.90846
H4 0.97130 -0.95568 -0.08361
H5 1.44373 -1.47298 1.84587
H6 1.04887 -1.36163 4.46753
H7 -0.53764 0.24072 5.26823
H8 -1.51531 1.95769 3.71288
H9 -0.93991 1.71901 1.36008
H10 -0.68411 -0.63098 -3.75868
H11 1.06612 -0.34258 -4.09161
H12 0.07700 -2.46351 -2.02842
H13 0.19883 -2.72242 -3.74922
H14 1.60416 -2.51520 -2.66650

=====

Computed, not measured: a 2-piece molecular cluster, C10H14NO3S overall, with ωB97M-V/def2-TZVPD.

Calculated values
Charge ... -1
LUMO energy ... 2.98 eV
HOMO energy ... -5.61 eV
ΔE to the lowest compared entry with this formula, charge and spin ... 0.0 kcal/mol
E ... -29066.287 eV

Cartesian coordinates (Å):
C1 -0.20489 -3.07603 -0.05081
C2 -0.48309 0.01779 1.78172
C3 0.86773 -0.84298 0.08811
C4 0.38156 0.48094 0.60241
C5 -1.27665 -0.97972 0.93403
C6 -0.72351 0.97189 -0.37137
C7 -1.84800 -0.07837 -0.18710
C8 -0.12352 -1.72569 0.28495
C9 -0.24877 1.11313 -1.81007
C10 -3.19926 0.52640 0.17378
N1 -0.35351 -4.18972 -0.30409
O1 3.36237 1.24885 0.64266
O2 3.92720 -1.02180 -0.08786
O3 5.68285 0.70962 0.04146
S1 4.27512 0.39467 -0.10887
H1 0.10073 -0.46504 2.56409
H2 -1.09513 0.80724 2.21973
H3 1.85489 -1.00767 -0.31261
H4 3.99750 0.76911 -1.47573
H5 1.18449 1.18947 0.78860
H6 -2.01760 -1.60164 1.43608
H7 -1.07666 1.94795 -0.02263
H8 -1.97454 -0.66728 -1.10315
H9 -1.04503 1.51461 -2.43712
H10 0.05572 0.14918 -2.21020
H11 0.60492 1.78552 -1.85514
H12 -3.56743 1.14352 -0.64400
H13 -3.12776 1.14495 1.06415
H14 -3.92975 -0.25891 0.35901

=====

Computed, not measured: a 2-piece molecular cluster, C10H14O3S overall, with ωB97M-V/def2-TZVPD.

Calculated values
LUMO energy (alpha / beta) ... 0.72 / -2.38 eV
HOMO energy (alpha / beta) ... -5.89 / -9.03 eV
ΔE to the lowest compared entry with this formula, charge and spin ... 26.4 kcal/mol
Spin multiplicity ... 3
E ... -27569.172 eV

Cartesian coordinates (Å):
C1 -0.77604 -2.58895 2.92992
C2 0.55634 -2.35651 2.71824
C3 -1.65393 -1.53407 2.84959
C4 1.02194 -1.13623 2.37535
C5 -1.25841 -0.29216 2.43375
C6 0.08173 -0.15266 2.13694
C7 1.57001 1.30267 -2.33658
C8 -1.27195 1.64694 -1.35267
C9 0.97299 0.13635 -1.64904
C10 -0.41000 0.43655 -1.03190
O1 -2.37383 1.76276 -0.49814
O2 0.76072 -1.02856 -2.43431
O3 -1.14974 -0.61977 -0.64318
S1 0.43055 1.32781 1.18356
H1 -1.04241 -3.62060 3.15494
H2 1.17706 -3.19564 3.05852
H3 -2.61680 -1.73248 3.24346
H4 2.00596 -0.81848 2.20079
H5 -1.94459 0.54782 2.27235
H6 0.89498 1.56856 -3.29382
H7 2.58495 0.95409 -2.78656
H8 1.64634 2.03667 -1.67908
H9 -0.60741 2.40922 -1.31943
H10 -1.56144 1.60397 -2.33415
H11 1.76498 -0.15092 -0.79482
H12 -2.14737 1.56081 0.33712
H13 0.25652 -0.84459 -3.23206
H14 -0.52387 -1.27908 -0.67084

=====

Computed, not measured: a 2-piece molecular cluster, C10H14O8S overall, with ωB97M-V/def2-TZVPD.

Calculated values
LUMO energy ... -1.06 eV
HOMO energy ... -9.96 eV
ΔE to the lowest compared entry with this formula, charge and spin ... 0.0 kcal/mol
SMILES ... CCCOCC1=CC(=O)OC1=O.O=S1(=O)OCCO1
E ... -37810.573 eV

Cartesian coordinates (Å):
C1 2.46578 -0.65107 1.73572
C2 1.69135 0.46396 2.39089
C3 1.27902 1.44029 1.33342
O1 0.46516 2.50749 1.79649
C4 -0.80972 2.23917 2.34222
C5 -1.57310 1.08855 1.82617
C6 -1.92199 0.71002 0.61519
C7 -2.66766 -0.54743 0.73405
O2 -2.98193 -1.33177 -0.13030
O3 -2.92874 -0.76006 2.04405
C8 -2.11491 0.09336 2.76940
O4 -1.91793 -0.04275 3.95522
H1 1.82998 -1.15880 1.03462
H2 2.80141 -1.37553 2.45197
H3 3.29883 -0.27528 1.17290
H4 0.82793 0.00070 2.84151
H5 2.27251 0.94780 3.15417
H6 2.17899 1.92148 0.99784
H7 0.90460 0.92485 0.46144
H8 -0.74112 2.14316 3.41430
H9 -1.40157 3.11585 2.15143
H10 -1.68521 1.21421 -0.29036
O5 2.30365 -0.02380 -3.65871
S1 1.17401 -0.34965 -2.87309
O6 1.09148 0.08133 -1.51943
O7 0.93332 -1.91850 -2.97241
C9 -0.39433 -2.20154 -3.45622
C10 -0.72564 -1.01052 -4.32884
O8 -0.15834 0.10948 -3.62271
H11 -1.06335 -2.27591 -2.60587
H12 -0.39165 -3.13855 -4.00458
H13 -1.79357 -0.86380 -4.45289
H14 -0.24729 -1.07671 -5.30759

=====

Computed, not measured: a single C10H14OSi molecule, with ωB97M-V/def2-TZVPD.

Calculated values
LUMO energy ... 0.72 eV
HOMO energy ... -8.01 eV
ΔE to the lowest compared entry with this formula, charge and spin ... 0.0 kcal/mol
SMILES ... C[Si]1(C)Cc2ccccc2[C@H]1O
E ... -20522.156 eV

Cartesian coordinates (Å):
C1 -2.38420 0.14074 -1.76715
Si1 -1.69274 -0.16070 -0.02146
C2 -3.06893 -0.33382 1.28542
C3 -0.31635 -1.47580 0.12172
C4 1.03083 -0.80064 0.07358
C5 2.17903 -1.54464 -0.16007
C6 3.42423 -0.94366 -0.19640
C7 3.53178 0.42562 -0.02107
C8 2.39559 1.17908 0.20419
C9 1.14413 0.57744 0.27128
C10 -0.08019 1.39482 0.53677
O1 -0.08046 2.58084 -0.22780
H1 -1.57853 0.21188 -2.49149
H2 -3.04994 -0.66265 -2.07378
H3 -2.94607 1.06978 -1.81314
H4 -3.81951 0.44361 1.17605
H5 -3.57516 -1.29077 1.18268
H6 -2.67445 -0.27670 2.29500
H7 -0.36271 -2.24274 -0.65396
H8 -0.40213 -2.00265 1.07542
H9 2.09499 -2.61173 -0.31876
H10 4.30767 -1.54292 -0.36616
H11 4.50124 0.90227 -0.05526
H12 2.46471 2.24900 0.33116
H13 -0.18579 1.61414 1.60632
H14 -0.85702 3.10021 0.00689

=====

Computed, not measured: C10H15AlClI2N2O2P as an isolated structure, with ωB97M-V/def2-TZVPD.

Calculated values
Charge ... +2
LUMO energy (alpha / beta) ... -8.52 / -11.30 eV
HOMO energy (alpha / beta) ... -15.12 / -15.27 eV
ΔE to the lowest compared entry with this formula, charge and spin ... 27.4 kcal/mol
E ... -62283.681 eV

Cartesian coordinates (Å):
I1 -1.83091 -0.86474 4.77769
I2 -2.88297 0.33326 -0.17153
Al1 -0.63365 -0.33941 -0.60218
P1 -1.66937 -2.75361 -0.18565
C1 -3.04315 -3.13477 0.95303
C2 -2.33401 -2.94414 -1.88032
H1 0.40463 -3.89079 -0.63991
H2 -0.98067 -5.01614 -0.41587
H3 -0.22681 -4.24453 1.01396
C3 -0.49966 -4.12641 -0.04302
H4 -1.56115 -2.62899 -2.61072
H5 -2.57075 -3.98925 -2.02128
H6 -3.48153 -4.07642 0.63630
H7 -3.78129 -2.32646 0.90024
H8 -3.22109 -2.31514 -1.99912
H9 -2.65752 -3.20803 1.98267
C4 -0.09212 -1.24999 1.20643
O1 -0.37295 -1.09566 2.32932
Cl1 0.85278 -1.21491 -1.77656
N1 3.34417 5.41877 -0.88953
C5 3.26682 4.51902 0.20506
O2 3.97816 4.70971 1.20514
C6 2.23104 3.39938 0.07938
C7 1.35415 3.20938 -1.01517
C8 0.52439 2.11173 -1.02825
N2 0.45249 1.23394 0.02557
C9 1.17768 1.50527 1.13732
C10 2.09426 2.57259 1.15887
H10 4.11671 6.06005 -0.84674
H11 2.92622 5.18543 -1.76491
H12 1.44927 3.81446 -1.85709
H13 -0.05080 1.89153 -1.91792
H14 1.01876 0.83288 1.99616
H15 2.69888 2.62199 2.05863

=====

Computed, not measured: C10H15AlClI2N2O2P as an isolated structure, with ωB97M-V/def2-TZVPD.

Calculated values
Charge ... +2
LUMO energy (alpha / beta) ... -11.20 / -9.05 eV
HOMO energy (alpha / beta) ... -15.37 / -15.18 eV
ΔE to the lowest compared entry with this formula, charge and spin ... 12.0 kcal/mol
E ... -62284.351 eV

Cartesian coordinates (Å):
I1 4.54490 1.79322 -1.75902
I2 1.27815 -2.35164 -0.67977
Al1 -0.01979 -0.44480 0.15300
P1 -0.47276 -0.02862 -2.42701
C1 0.85411 -0.01503 -3.63789
C2 -1.53965 -1.42815 -2.86244
H1 -2.22810 1.53610 -2.00395
H2 -1.95909 1.26835 -3.75418
H3 -0.83785 2.31806 -2.81989
C3 -1.48053 1.42598 -2.77904
H4 -2.29579 -1.56154 -2.10045
H5 -2.00539 -1.18809 -3.82666
H6 0.40012 -0.04560 -4.63757
H7 1.49696 -0.88755 -3.50257
H8 -0.94382 -2.34823 -2.95452
H9 1.45820 0.88509 -3.52439
C4 0.48116 1.45514 -0.59358
O1 1.44212 2.11207 -0.58033
Cl1 -2.15334 -0.51643 0.39975
N1 0.46264 -0.89050 7.10040
C5 0.96817 0.09220 6.28960
O2 1.52189 1.09983 6.72657
C6 0.83913 -0.15942 4.79975
C7 0.24664 -1.30442 4.24953
C8 0.09808 -1.38005 2.87628
N2 0.51787 -0.38301 2.04505
C9 1.21778 0.66424 2.56546
C10 1.37094 0.79953 3.94101
H10 0.48912 -0.70353 8.09342
H11 -0.10896 -1.62461 6.71658
H12 -0.12893 -2.12429 4.86036
H13 -0.37192 -2.26429 2.44225
H14 1.63407 1.39447 1.88092
H15 1.86256 1.68814 4.32452

=====

Computed, not measured: C10H15B as an isolated structure, with ωB97M-V/def2-TZVPD.

Calculated values
LUMO energy ... 0.37 eV
HOMO energy ... -8.56 eV
ΔE to the lowest compared entry with this formula, charge and spin ... 0.0 kcal/mol
E ... -11287.556 eV

Cartesian coordinates (Å):
B1 -0.04849 2.62268 -0.33376
C1 -1.31170 1.85425 -0.08023
C2 1.28653 1.92299 -0.17857
C3 -1.61148 0.54176 0.06776
C4 1.59786 0.61130 0.05341
C5 -0.67372 -0.53793 -0.08476
C6 0.70366 -0.51298 0.03206
C7 -3.04165 0.16988 0.37948
C8 3.07015 0.31503 0.23348
C9 -1.31901 -1.86817 -0.41144
C10 1.38788 -1.86348 0.10876
H1 -0.07828 3.77096 -0.56695
H2 -2.48210 2.64947 -0.08458
H3 2.15328 2.57674 -0.22741
H4 -3.60820 -0.03440 -0.53031
H5 -3.52421 1.00706 0.87951
H6 -3.10029 -0.70036 1.02898
H7 3.27068 -0.10261 1.22029
H8 3.64838 1.23080 0.14434
H9 3.43155 -0.38598 -0.51674
H10 -0.69640 -2.43176 -1.10112
H11 -2.27614 -1.71381 -0.89735
H12 -1.48954 -2.48109 0.47576
H13 2.22923 -1.83479 0.79230
H14 1.75872 -2.16388 -0.87232
H15 0.72330 -2.64170 0.46941

=====

Computed, not measured: C10H15CeClFSc as an isolated structure, with ωB97M-V/def2-TZVPD.

Calculated values
Charge ... -1
LUMO energy (alpha / beta) ... 1.91 / 1.83 eV
HOMO energy (alpha / beta) ... -1.29 / -4.40 eV
Spin multiplicity ... 2
E ... -59475.962 eV

Cartesian coordinates (Å):
Sc1 0.40123 0.63535 -0.13482
Cl1 -0.22394 -1.31904 0.85789
C1 2.48533 0.80276 0.10550
H1 2.79865 1.74834 -0.35298
H2 2.97708 -0.01048 -0.43655
H3 2.83698 0.80979 1.13706
Ce1 -0.18188 -3.66329 -1.76115
C2 1.50973 -4.25858 -0.29413
C3 -2.36792 -3.07403 -1.27303
C4 0.28185 -3.88390 -3.87159
H4 -2.41592 -2.07353 -1.74863
H5 -2.98596 -3.85490 -1.75238
H6 -2.40553 -3.04222 -0.17131
H7 2.28186 -3.50924 -0.56019
H8 1.06813 -4.10996 0.70577
H9 1.75748 -5.30368 -0.55710
H10 1.28245 -4.21863 -4.15332
H11 -0.50309 -3.66916 -4.59992
F1 -1.59655 5.91295 2.77530
C5 -1.13775 4.75396 2.18799
C6 -2.09290 3.86928 1.67437
C7 -1.61196 2.68016 1.07434
C8 -0.25435 2.43619 1.04499
C9 0.68309 3.34431 1.53607
C10 0.21965 4.53380 2.13726
H12 -3.15283 4.09064 1.74006
H13 -2.33599 1.96445 0.65835
H14 1.75367 3.14484 1.47640
H15 0.92941 5.26381 2.55573

=====

Computed, not measured: an isolated ion of composition C10H15ClN3 and charge +1, with ωB97M-V/def2-TZVPD.

Calculated values
Charge ... +1
LUMO energy (alpha / beta) ... -5.24 / -5.22 eV
HOMO energy (alpha / beta) ... -12.51 / -12.53 eV
ΔE to the lowest compared entry with this formula, charge and spin ... 148.0 kcal/mol
E ... -27593.411 eV

Cartesian coordinates (Å):
C1 -1.48019 0.20990 -3.31003
C2 -2.51336 0.52381 -1.11789
C3 -2.61804 0.39131 -2.45706
C4 -0.23271 -0.03677 -3.03825
C5 1.79338 -0.40228 2.98131
C6 1.86517 -1.62491 2.05076
C7 1.96982 0.90534 2.27800
C8 0.76946 -1.35267 1.04214
C9 0.89929 1.18697 1.28942
C10 0.87523 0.03301 0.25428
N1 -1.36861 0.58764 -0.38377
N2 -0.21451 0.22136 -0.67298
N3 -3.77048 0.43250 -3.18379
Cl1 1.20201 -0.58782 -3.51677
H1 -1.56428 0.36895 -4.43357
H2 -3.44137 0.86918 -0.58078
H3 0.82780 -0.38555 3.59870
H4 2.61078 -0.65657 3.82778
H5 2.98261 -1.67899 1.56078
H6 1.81811 -2.67120 2.38998
H7 1.93402 1.63278 3.20681
H8 2.81166 0.86775 1.61971
H9 0.66452 -2.16574 0.15820
H10 -0.32278 -1.29902 1.43476
H11 -0.08455 1.37957 1.67159
H12 1.18043 2.19530 0.81743
H13 1.71745 0.10225 -0.36650
H14 -3.63448 0.50832 -4.21968
H15 -4.67638 0.44556 -2.90057

=====

Computed, not measured: a 2-piece molecular cluster, C10H15F6IN2OP overall, with ωB97M-V/def2-TZVPD.

Calculated values
Charge ... -1
LUMO energy ... 2.24 eV
HOMO energy ... -7.34 eV
ΔE to the lowest compared entry with this formula, charge and spin ... 0.0 kcal/mol
E ... -49340.632 eV

Cartesian coordinates (Å):
C1 2.24607 -1.71322 -0.14934
C2 1.88847 -0.26205 0.18470
O1 0.54469 0.06475 -0.16736
C3 0.33845 0.18584 -1.53301
C4 -1.14627 0.51657 -1.79004
C5 -1.39092 0.23410 -3.21352
N1 -1.55165 0.03167 -4.33150
C6 -1.47062 2.04745 -1.63323
C7 -0.70511 2.73762 -0.59946
N2 -0.09007 3.12896 0.28484
C8 -2.13116 -0.41710 -1.00747
I1 -2.84248 0.39018 0.85266
C9 -1.59547 -1.82869 -0.75222
C10 -2.71443 -2.86638 -0.60730
H1 2.54626 -1.82135 -1.19488
H2 3.07414 -2.02325 0.48380
H3 1.37983 -2.35752 -0.00025
H4 2.56752 0.42858 -0.32459
H5 1.95230 -0.12384 1.25830
H6 0.60599 -0.71899 -2.09124
H7 0.94889 0.99800 -1.96076
H8 -1.20894 2.52606 -2.58048
H9 -2.53977 2.20279 -1.50783
H10 -3.02134 -0.51926 -1.62646
H11 -1.04147 -1.80726 0.18362
H12 -0.87919 -2.13904 -1.51441
H13 -2.98846 -3.29866 -1.56874
H14 -3.58470 -2.43544 -0.11413
H15 -2.36151 -3.66892 0.04025
F1 1.47970 0.58668 3.04147
P1 2.18695 1.81324 3.91074
F2 3.70923 1.62034 4.53362
F3 2.97768 1.97908 2.46540
F4 1.84921 0.86092 5.22198
F5 0.64220 2.35217 4.10797
F6 2.48540 3.42673 4.09069